<one>
Molecular formula: C3H7NO2
Method: DFT, wB97M-V/def2-TZVPD

The charge is 0. As for the HOMO energy: -9.32 eV. As for the structure (SMILES): CNCC(=O)O.

Geometry (Å):
C1 -0.82 1.38 1.11
N1 -1.46 0.22 0.45
C2 -0.75 -0.13 -0.79
C3 0.70 -0.42 -0.54
O1 1.65 0.08 -1.08
O2 0.86 -1.34 0.44
H1 -1.23 2.33 0.75
H2 0.26 1.38 1.05
H3 -1.05 1.32 2.18
H4 -2.38 0.54 0.21
H5 -0.88 0.65 -1.55
H6 -1.18 -1.03 -1.23
H7 1.81 -1.54 0.35

=====

<two>
Molecular formula: C3H7NO2
Method: DFT, wB97M-V/def2-TZVPD

The charge is 0. As for the HOMO energy: -9.78 eV. As for the structure (SMILES): NC(=O)CCO.

Geometry (Å):
N1 0.28 1.72 -0.83
C1 1.20 0.77 -0.31
O1 2.37 0.71 -0.56
C2 0.50 -0.11 0.79
C3 -0.47 -1.10 0.16
O2 -1.59 -0.39 -0.36
H1 -0.50 1.22 -1.26
H2 -0.12 1.80 0.11
H3 -0.08 0.46 1.54
H4 1.30 -0.61 1.33
H5 0.05 -1.64 -0.65
H6 -0.81 -1.84 0.90
H7 -2.14 -1.00 -0.87

=====

<three>
Molecular formula: C3H7NO2
Method: DFT, wB97M-V/def2-TZVPD

The charge is 0. As for the HOMO energy: -9.67 eV. As for the structure (SMILES): C=CO.NC=O.

Geometry (Å):
C1 0.27 2.24 -1.20
C2 0.67 1.26 -2.04
O1 1.10 -0.08 -1.66
H1 -0.02 3.19 -1.76
H2 0.41 2.14 -0.21
H3 0.64 1.29 -3.09
H4 1.22 -0.63 -2.44
N1 -0.02 -1.26 0.84
C3 -0.97 -1.41 1.79
O2 -1.22 -0.57 2.66
H5 0.76 -0.55 0.81
H6 -0.20 -1.75 0.03
H7 -1.56 -2.30 1.51

=====

<four>
Molecular formula: C3H7NO2
Method: DFT, wB97M-V/def2-TZVPD

The charge is 0. As for the HOMO energy: -9.67 eV. As for the structure (SMILES): C=NOCOC.

Geometry (Å):
C1 3.01 -0.31 0.03
N1 1.97 0.37 0.10
O1 0.96 -0.47 0.17
C2 -0.23 0.31 -0.03
O2 -1.18 -0.67 -0.02
C3 -2.49 -0.11 0.03
H1 3.01 -1.45 -0.09
H2 4.01 0.08 -0.30
H3 -0.10 0.76 -0.99
H4 -0.34 1.14 0.74
H5 -2.83 0.26 1.17
H6 -2.54 0.95 -0.59
H7 -3.27 -0.85 -0.25

=====

Relative to the most stable structure, the computed energies are <one> 0.0000; <two> 0.0251; <three> 0.0484; <four> 0.1410, all in hartree.

=====

<one>
Molecular formula: C4H7NOS
Method: DFT, wB97M-V/def2-TZVPD

The charge is 0. As for the HOMO energy (spin up / spin down): -8.55 / -8.08 eV.

Geometry (Å):
C1 1.74 -0.91 0.21
C2 -0.91 0.93 0.25
C3 0.60 1.22 0.15
C4 -1.13 -0.37 -0.50
N1 1.16 0.06 -0.45
O1 1.87 -2.09 -0.11
S1 -1.70 -1.75 0.16
H1 2.09 -0.57 1.28
H2 -1.34 0.91 1.26
H3 -1.20 1.74 -0.43
H4 0.80 2.04 -0.51
H5 1.20 1.49 1.07
H6 -0.84 -0.36 -1.54
H7 -2.33 -2.34 -0.85

=====

<two>
Molecular formula: C4H7NOS
Method: DFT, wB97M-V/def2-TZVPD

The charge is 0. As for the HOMO energy: -8.61 eV. As for the structure (SMILES): COC(=S)N1CC1.

Geometry (Å):
C1 -1.59 1.71 -0.01
O1 -0.28 1.05 0.00
C2 -0.22 -0.24 -0.02
S1 -1.47 -1.27 0.00
N1 1.12 -0.69 -0.02
C3 2.09 0.08 0.75
C4 2.13 0.14 -0.74
H1 -1.43 2.76 0.03
H2 -2.15 1.34 -0.82
H3 -2.06 1.37 0.92
H4 2.82 -0.51 1.32
H5 1.76 0.98 1.28
H6 1.70 1.04 -1.18
H7 2.82 -0.43 -1.31

=====

<three>
Molecular formula: C4H7NOS
Method: DFT, wB97M-V/def2-TZVPD

The charge is 0. As for the HOMO energy: -8.44 eV. As for the structure (SMILES): C#CN=S(C)(C)=O.

Geometry (Å):
C1 -3.36 -0.14 -0.15
C2 -2.23 -0.06 0.18
N1 -1.02 0.23 0.62
S1 0.28 0.47 -0.19
C3 1.52 0.90 1.26
C4 0.81 -1.00 -0.99
O1 0.31 1.58 -1.14
H1 -4.22 -0.67 -0.45
H2 2.23 0.11 1.06
H3 1.86 1.91 1.12
H4 0.86 0.87 2.14
H5 0.83 -0.91 -2.05
H6 1.88 -1.31 -0.68
H7 0.26 -1.98 -0.74

=====

Relative to the most stable structure, the computed energies are <one> 0.0733; <two> 0.0000; <three> 0.1036, all in hartree.

=====

<one>
Molecular formula: C4H7NOS
Method: DFT, wB97M-V/def2-TZVPD

The charge is 0. As for the HOMO energy (spin up / spin down): -8.28 / -8.28 eV.

Geometry (Å):
C1 0.79 -0.26 -1.63
C2 -0.46 -0.99 -1.21
C3 -0.16 0.14 0.76
C4 -0.57 1.46 1.38
N1 1.22 0.59 -0.85
O1 -1.08 -0.52 0.01
S1 0.95 -0.71 1.79
H1 1.15 -0.57 -2.67
H2 -1.35 -0.93 -1.96
H3 0.02 -1.94 -1.00
H4 -0.06 1.41 2.39
H5 -1.60 1.51 1.44
H6 -0.21 2.29 0.78
H7 1.36 -1.48 0.77

=====

<two>
Molecular formula: C4H7NOS
Method: DFT, wB97M-V/def2-TZVPD

The charge is 0. As for the HOMO energy: -9.00 eV. As for the structure (SMILES): CCN(C=O)C=S.

Geometry (Å):
C1 -2.20 -1.35 -0.54
C2 -1.49 -0.62 0.55
N1 -0.22 -0.01 0.12
C3 -0.28 1.38 -0.14
O1 -1.27 2.07 0.02
C4 0.96 -0.69 0.30
S1 2.43 -0.21 -0.15
H1 -3.22 -1.66 -0.19
H2 -2.38 -0.62 -1.40
H3 -1.67 -2.26 -0.88
H4 -1.26 -1.32 1.34
H5 -2.15 0.13 1.01
H6 0.69 1.79 -0.50
H7 0.88 -1.52 0.99

=====

Relative to the most stable structure, the computed energies are <one> 0.1116; <two> 0.0000, all in hartree.

=====

<one>
Molecular formula: C4H7NOS
Method: DFT, wB97M-V/def2-TZVPD

The charge is 0. As for the HOMO energy: -8.89 eV. As for the structure (SMILES): C=C[C@@H](N)C(O)=S.

Geometry (Å):
C1 -1.83 -0.69 -0.17
C2 -0.70 -0.58 -0.72
C3 0.22 0.47 -0.32
N1 -0.20 1.63 0.54
C4 1.50 -0.26 0.14
O1 1.32 -1.43 0.93
S1 2.94 -0.01 -0.36
H1 -2.38 -1.51 -0.64
H2 -2.26 0.07 0.35
H3 -0.14 -1.44 -1.44
H4 0.43 1.09 -1.30
H5 0.41 2.51 0.16
H6 0.27 1.38 1.49
H7 0.41 -1.24 1.34

=====

<two>
Molecular formula: C4H7NOS
Method: DFT, wB97M-V/def2-TZVPD

The charge is 0. As for the HOMO energy: -8.81 eV. As for the structure (SMILES): [H]/N=C(\O)SC(=C)C.

Geometry (Å):
H1 3.22 0.05 1.31
N1 2.23 -0.17 1.06
C1 2.13 0.09 -0.20
O1 3.04 0.41 -1.13
S1 0.37 0.16 -1.05
C2 -1.34 -0.03 -0.20
C3 -2.16 0.96 -0.44
C4 -1.34 -1.03 0.87
H2 2.72 0.75 -2.04
H3 -3.20 1.14 -0.22
H4 -1.91 1.53 -1.26
H5 -2.30 -1.61 0.71
H6 -1.05 -0.66 1.89
H7 -0.42 -1.61 0.70

=====

<three>
Molecular formula: C4H7NOS
Method: DFT, wB97M-V/def2-TZVPD

The charge is 0. As for the HOMO energy: -9.23 eV.

Geometry (Å):
C1 -0.46 1.77 1.04
C2 -0.04 -0.86 0.87
C3 0.48 -0.23 -0.43
C4 0.28 -1.25 -1.57
N1 -0.74 2.94 0.91
O1 -0.20 0.91 -0.71
S1 -0.14 0.49 2.09
H1 -1.05 -1.25 0.75
H2 0.61 -1.63 1.27
H3 1.57 -0.04 -0.31
H4 -0.78 -1.46 -1.69
H5 0.81 -2.17 -1.35
H6 0.65 -0.82 -2.49
H7 -1.00 3.60 1.62

=====

<four>
Molecular formula: C4H7NOS
Method: DFT, wB97M-V/def2-TZVPD

The charge is 0. As for the HOMO energy (spin up / spin down): -9.28 / -9.28 eV.

Geometry (Å):
C1 -0.84 1.60 0.60
C2 1.72 -0.15 1.39
C3 -1.61 -0.74 -1.10
C4 0.86 -0.28 0.19
N1 -1.63 2.41 0.78
O1 1.35 0.21 -0.97
S1 -0.49 -1.43 0.12
H1 1.29 -0.74 2.10
H2 2.78 -0.17 1.12
H3 1.51 0.88 1.62
H4 -1.32 -0.72 -2.16
H5 -1.68 0.28 -0.76
H6 -2.61 -1.22 -1.29
H7 0.68 0.05 -1.63

=====

Relative to the most stable structure, the computed energies are <one> 0.0375; <two> 0.0232; <three> 0.0000; <four> 0.0553, all in hartree.